No. 1
Density functional theory data (wB97M-V/def2-TZVPD) for a structure of composition C19H31CoN2O4P.

Geometry (Å):
Co (0.45, 0.16, -0.38)
O (-0.65, -0.73, 3.59)
C (-0.51, -0.57, 2.30)
O (-0.14, 0.48, 1.78)
C (-0.86, -1.74, 1.45)
C (-1.29, -3.00, 1.80)
C (-1.57, -3.89, 0.77)
C (-1.46, -3.50, -0.56)
C (-1.02, -2.21, -0.82)
N (-0.70, -1.40, 0.17)
C (-0.82, -1.54, -2.19)
O (-1.18, -2.11, -3.19)
O (-0.30, -0.35, -2.09)
H (-0.44, 0.09, 4.07)
H (-1.41, -3.28, 2.84)
H (-1.90, -4.90, 1.01)
H (-1.72, -4.16, -1.38)
C (3.98, -1.48, 2.38)
C (4.46, -0.30, 1.52)
C (3.92, 0.99, 2.15)
C (5.98, -0.28, 1.47)
P (3.67, -0.54, -0.20)
N (2.11, -0.23, -0.04)
C (4.35, 0.70, -1.48)
C (5.74, 0.30, -1.95)
C (3.37, 0.80, -2.67)
C (4.40, 2.07, -0.80)
C (3.83, -2.34, -0.80)
C (5.26, -2.87, -0.68)
C (3.38, -2.37, -2.26)
C (2.85, -3.22, 0.00)
H (4.26, -1.29, 3.42)
H (4.44, -2.42, 2.08)
H (2.89, -1.58, 2.34)
H (4.02, 0.92, 3.23)
H (2.86, 1.14, 1.92)
H (4.47, 1.87, 1.84)
H (6.37, -0.24, 2.49)
H (6.36, 0.60, 0.94)
H (6.39, -1.18, 1.00)
H (5.74, -0.62, -2.53)
H (6.44, 0.20, -1.12)
H (6.13, 1.09, -2.61)
H (3.45, -0.04, -3.35)
H (3.61, 1.70, -3.23)
H (2.34, 0.88, -2.34)
H (5.19, 2.12, -0.05)
H (3.44, 2.32, -0.34)
H (4.62, 2.83, -1.55)
H (5.97, -2.23, -1.21)
H (5.31, -3.86, -1.14)
H (5.58, -2.98, 0.35)
H (4.09, -1.89, -2.93)
H (2.39, -1.91, -2.38)
H (3.29, -3.41, -2.58)
H (3.25, -3.52, 0.97)
H (2.65, -4.13, -0.57)
H (1.90, -2.70, 0.15)

Properties
max |F|	0.93	eV/A
E_HOMO (spin up / spin down)	-0.458 / -0.463	Eh
multiplicity	5
HOMO-LUMO gap (spin up / spin down)	0.32101 / 0.28366	Eh
total charge	+1

Results of the Mulliken charge analysis, in e, for atoms 1 through 8: number 1, Co, carries 0.20; number 2, O, carries -0.43; number 3, C, carries 0.24; number 4, O, carries -0.59; number 5, C, carries 0.57; number 6, C, carries -0.25; number 7, C, carries -0.47; number 8, C, carries -0.43



No. 2
Density functional theory data (wB97M-V/def2-TZVPD) for a cluster of 2 separate species, C23H32N4O7 in total at a distorted geometry.

Geometry (Å):
C (5.45, 2.34, 1.03)
N (5.79, 0.92, 1.17)
C (5.00, -0.10, 1.53)
O (5.47, -1.24, 1.50)
C (3.55, 0.08, 2.00)
C (2.59, 0.19, 0.80)
C (1.16, -0.13, 1.14)
C (0.28, 0.87, 1.59)
C (-1.04, 0.54, 1.96)
C (-1.48, -0.79, 1.87)
O (-2.75, -1.13, 2.22)
C (-0.60, -1.80, 1.41)
C (0.72, -1.47, 1.06)
N (3.34, 1.23, 2.91)
C (2.65, 1.26, 4.04)
C (2.06, -0.01, 4.62)
O (2.49, 2.32, 4.62)
H (4.48, 2.47, 0.56)
H (6.20, 2.83, 0.40)
H (5.46, 2.83, 2.01)
H (6.72, 0.65, 0.91)
H (3.30, -0.84, 2.52)
H (2.64, 1.20, 0.37)
H (2.92, -0.50, 0.03)
H (0.62, 1.90, 1.66)
H (-1.71, 1.31, 2.31)
H (-3.22, -0.40, 2.64)
H (-0.95, -2.82, 1.35)
H (1.39, -2.24, 0.73)
H (3.71, 2.11, 2.62)
H (1.56, 0.23, 5.56)
H (1.33, -0.43, 3.93)
H (2.85, -0.73, 4.81)
C (1.77, -2.93, -2.39)
O (0.36, -2.69, -2.45)
C (-0.07, -1.40, -2.22)
N (0.76, -0.40, -2.31)
C (0.26, 0.85, -2.03)
O (1.08, 1.77, -2.07)
N (-1.07, 1.11, -1.72)
C (-1.50, 2.47, -1.39)
C (-1.95, 0.02, -1.59)
C (-3.34, 0.19, -1.17)
C (-4.40, 0.25, -2.05)
C (-5.82, 0.11, -1.55)
O (-6.01, 0.82, -0.33)
C (-4.17, 0.39, -3.54)
O (-4.06, -0.91, -4.12)
C (-1.47, -1.24, -1.86)
C (-2.33, -2.50, -1.77)
H (2.28, -2.42, -3.22)
H (1.96, -4.00, -2.47)
H (2.19, -2.57, -1.45)
H (-0.90, 3.22, -1.91)
H (-2.54, 2.64, -1.68)
H (-1.41, 2.64, -0.31)
H (-3.55, 0.07, -0.11)
H (-6.52, 0.49, -2.30)
H (-6.04, -0.96, -1.40)
H (-5.82, 1.76, -0.45)
H (-4.99, 0.95, -4.00)
H (-3.25, 0.95, -3.73)
H (-3.77, -0.85, -5.05)
H (-2.39, -2.98, -2.75)
H (-1.89, -3.21, -1.06)
H (-3.35, -2.30, -1.43)

Properties
energy above the lowest of the compared OMol25 structures with the same formula, charge and spin	277.1	kJ/mol
max |F|	3.05	eV/A
SMILES	CNC(=O)[C@H](Cc1ccc(O)cc1)NC(C)=O.COc1nc(=O)n(C)c(C=C(CO)CO)c1C
E_HOMO	-0.306	Eh
multiplicity	1
HOMO-LUMO gap	0.31712	Eh

Results of the Mulliken charge analysis, in e, for atoms 1 through 8: number 1, C, carries -0.92; number 2, N, carries -0.08; number 3, C, carries -0.15; number 4, O, carries -0.70; number 5, C, carries 0.45; number 6, C, carries -1.78; number 7, C, carries 0.67; number 8, C, carries -0.15



No. 3
Density functional theory data (wB97M-V/def2-TZVPD) for the molecule C16H13N5O3 at a distorted geometry.

Geometry (Å):
O (-0.80, -3.48, 0.21)
C (-0.20, -2.51, 0.60)
N (0.09, -1.46, -0.21)
N (0.36, -0.28, 0.22)
C (0.82, 0.63, -0.63)
C (0.73, 2.09, -0.54)
N (1.22, 2.58, -1.71)
C (1.60, 1.57, -2.57)
C (2.14, 1.65, -3.84)
C (2.43, 0.46, -4.49)
C (2.17, -0.77, -3.88)
C (1.63, -0.85, -2.61)
C (1.34, 0.34, -1.95)
H (1.41, -1.80, -2.15)
H (2.40, -1.68, -4.42)
H (2.85, 0.48, -5.48)
H (2.34, 2.60, -4.30)
H (1.25, 3.57, -1.91)
O (0.26, 2.79, 0.36)
H (0.55, 1.89, 1.66)
C (0.44, -2.46, 2.00)
N (0.83, -1.13, 2.39)
C (0.20, -0.02, 1.75)
O (0.89, 1.08, 2.14)
C (-1.30, 0.01, 1.97)
N (-1.95, -1.10, 1.64)
C (-3.26, -1.14, 1.77)
C (-4.00, -0.07, 2.25)
C (-3.32, 1.08, 2.61)
C (-1.94, 1.13, 2.47)
H (-1.39, 2.02, 2.74)
H (-3.86, 1.94, 2.99)
H (-5.07, -0.14, 2.34)
H (-3.72, -2.07, 1.47)
H (1.83, -0.97, 2.40)
H (-0.29, -2.86, 2.71)
H (1.31, -3.12, 2.00)

Properties
energy above the lowest of the compared OMol25 structures with the same formula, charge and spin	286.2	kJ/mol
max |F|	2.07	eV/A
E_HOMO	-0.294	Eh
multiplicity	1
HOMO-LUMO gap	0.25517	Eh

Results of the Mulliken charge analysis, in e, for atoms 1 through 8: number 1, O, carries -0.66; number 2, C, carries 0.48; number 3, N, carries -0.93; number 4, N, carries 0.75; number 5, C, carries 0.97; number 6, C, carries 0.31; number 7, N, carries 0.05; number 8, C, carries -0.72



No. 4
Density functional theory data (wB97M-V/def2-TZVPD) for a structure of composition C27H20CeCl4F6N5O6S2 at a distorted geometry.

Geometry (Å):
Ce (0.37, 0.36, 0.41)
C (-2.80, -1.35, 0.42)
C (-2.65, -1.28, -1.10)
C (-2.54, 0.11, -1.66)
C (-3.40, 0.54, -2.67)
C (-3.29, 1.83, -3.16)
C (-2.32, 2.67, -2.64)
C (-1.49, 2.17, -1.66)
N (-1.61, 0.93, -1.17)
N (-1.59, -1.21, 1.29)
C (-0.93, -2.51, 1.52)
C (-0.21, -3.05, 0.33)
C (-0.02, -4.42, 0.21)
C (0.72, -4.89, -0.86)
C (1.23, -3.98, -1.77)
C (1.02, -2.63, -1.56)
N (0.32, -2.17, -0.52)
C (-2.07, -0.74, 2.61)
C (-2.47, 0.70, 2.61)
C (-3.26, 1.21, 3.63)
C (-3.60, 2.55, 3.62)
C (-3.16, 3.33, 2.57)
C (-2.39, 2.74, 1.58)
N (-2.04, 1.46, 1.60)
H (-3.28, -2.30, 0.69)
H (-3.50, -0.56, 0.72)
H (-3.55, -1.73, -1.52)
H (-1.82, -1.89, -1.46)
H (-4.14, -0.14, -3.06)
H (-3.96, 2.17, -3.94)
H (-2.19, 3.68, -3.00)
H (-0.71, 2.79, -1.24)
H (-1.66, -3.24, 1.89)
H (-0.21, -2.36, 2.33)
H (-0.44, -5.09, 0.94)
H (0.89, -5.95, -0.99)
H (1.81, -4.30, -2.63)
H (1.42, -1.90, -2.24)
H (-1.28, -0.90, 3.34)
H (-2.93, -1.35, 2.92)
H (-3.60, 0.55, 4.43)
H (-4.20, 2.97, 4.41)
H (-3.41, 4.38, 2.50)
H (-2.03, 3.33, 0.75)
Cl (2.81, 0.34, -6.29)
C (2.97, 0.10, -4.60)
C (4.11, -0.51, -4.07)
Cl (5.35, -1.05, -5.13)
C (4.24, -0.70, -2.69)
Cl (5.55, -1.63, -2.10)
C (3.26, -0.24, -1.79)
O (3.38, -0.56, -0.49)
C (2.09, 0.32, -2.35)
O (1.02, 0.62, -1.59)
C (1.96, 0.49, -3.73)
Cl (0.49, 1.15, -4.34)
F (5.27, 1.49, 1.91)
C (4.98, 0.30, 1.45)
F (5.66, 0.08, 0.36)
F (5.21, -0.63, 2.34)
S (3.05, 0.29, 1.14)
O (2.37, 1.44, 0.42)
O (2.07, -0.85, 1.34)
N (2.94, 0.93, 2.71)
S (1.63, 1.54, 3.19)
O (1.52, 1.83, 4.57)
O (0.44, 0.79, 2.60)
C (1.25, 3.19, 2.34)
F (0.51, 3.93, 3.15)
F (0.50, 2.98, 1.21)
F (2.34, 3.83, 2.00)

Properties
energy above the lowest of the compared OMol25 structures with the same formula, charge and spin	251.2	kJ/mol
max |F|	3.94	eV/A
E_HOMO	-0.388	Eh
multiplicity	1
HOMO-LUMO gap	0.21652	Eh
total charge	+1

Results of the Mulliken charge analysis, in e, for atoms 1 through 8: number 1, Ce, carries 0.39; number 2, C, carries -0.93; number 3, C, carries -1.28; number 4, C, carries 0.47; number 5, C, carries -1.07; number 6, C, carries -0.65; number 7, C, carries -1.03; number 8, C, carries -0.30



No. 5
Density functional theory data (wB97M-V/def2-TZVPD) for a structure of composition C26H36Br2N7O5P2SeSn.

Geometry (Å):
Sn (-0.15, -0.78, -1.57)
C (5.19, -0.18, -1.32)
N (4.43, -0.22, -0.06)
C (5.26, -0.25, 1.15)
P (2.89, 0.30, -0.09)
O (2.11, -0.25, -1.24)
O (2.36, -0.21, 1.34)
P (0.83, -0.50, 1.74)
O (-0.14, -0.30, 0.60)
N (0.90, -2.06, 2.21)
C (-0.39, -2.68, 2.56)
C (2.02, -2.58, 2.99)
N (0.55, 0.60, 2.91)
C (1.49, 0.75, 4.03)
C (-0.82, 1.05, 3.21)
N (2.66, 1.93, 0.00)
C (3.24, 2.66, 1.14)
C (2.63, 2.71, -1.24)
H (5.78, -1.09, -1.42)
H (5.86, 0.68, -1.35)
H (4.50, -0.12, -2.17)
H (5.91, -1.13, 1.11)
H (4.65, -0.31, 2.04)
H (5.90, 0.63, 1.21)
H (-1.16, -2.34, 1.87)
H (-0.69, -2.45, 3.58)
H (-0.29, -3.76, 2.47)
H (2.92, -1.99, 2.83)
H (2.23, -3.61, 2.68)
H (1.79, -2.60, 4.06)
H (2.50, 0.48, 3.72)
H (1.20, 0.14, 4.88)
H (1.50, 1.79, 4.35)
H (-1.47, 0.87, 2.36)
H (-0.80, 2.12, 3.42)
H (-1.22, 0.54, 4.08)
H (3.24, 2.03, 2.03)
H (2.63, 3.54, 1.34)
H (4.26, 2.99, 0.94)
H (2.26, 2.10, -2.06)
H (3.63, 3.09, -1.50)
H (1.97, 3.57, -1.10)
Se (-0.97, 2.34, 0.24)
N (-0.69, 1.81, -1.47)
C (-0.83, 2.88, -2.21)
C (-0.74, 2.91, -3.64)
C (-0.89, 4.10, -4.26)
C (-1.14, 5.32, -3.53)
C (-1.27, 5.35, -2.17)
C (-1.13, 4.13, -1.48)
N (-1.23, 3.99, -0.15)
H (-0.58, 2.00, -4.19)
H (-0.83, 4.15, -5.34)
H (-1.25, 6.24, -4.09)
H (-1.48, 6.26, -1.62)
Br (-9.21, -0.87, -1.08)
C (-7.43, -0.53, -0.89)
C (-7.01, 0.77, -0.50)
C (-5.68, 1.01, -0.34)
C (-4.74, -0.02, -0.58)
C (-5.16, -1.31, -0.97)
C (-6.49, -1.57, -1.14)
C (-3.26, 0.26, -0.43)
O (-2.99, 1.39, 0.08)
O (-2.45, -0.62, -0.77)
H (-7.74, 1.55, -0.34)
H (-5.33, 1.99, -0.03)
H (-4.43, -2.08, -1.14)
H (-6.84, -2.54, -1.46)
Br (0.07, -7.89, -1.31)
C (0.01, -6.02, -1.30)
C (1.12, -5.28, -1.65)
C (1.02, -3.90, -1.63)
N (-0.09, -3.26, -1.27)
C (-1.17, -3.99, -0.94)
C (-1.16, -5.36, -0.94)
H (2.04, -5.76, -1.95)
H (1.87, -3.28, -1.90)
H (-2.05, -3.43, -0.67)
H (-2.05, -5.92, -0.67)

Properties
energy above the lowest of the compared OMol25 structures with the same formula, charge and spin	0.0	kJ/mol
max |F|	0.93	eV/A
E_HOMO (spin up / spin down)	-0.587 / -0.585	Eh
multiplicity	1
HOMO-LUMO gap (spin up / spin down)	0.20589 / 0.15338	Eh
total charge	+3

Results of the Mulliken charge analysis, in e, for atoms 1 through 8: number 1, Sn, carries 1.17; number 2, C, carries -1.02; number 3, N, carries 0.30; number 4, C, carries -0.81; number 5, P, carries 0.26; number 6, O, carries -1.05; number 7, O, carries 0.37; number 8, P, carries -1.50